[1]
The following is a DFT calculation (ωB97M-V with the def2-TZVPD basis set) of C20H30AgI2O15 as an isolated structure.

XYZ file:
```
68
Properties=species:S:1:pos:R:3:lowdin_spin:R:1
I 4.8813 7.5969 14.3454 0.410
I 9.6888 7.1484 15.2188 0.406
Ag 7.5948 7.8718 13.4302 0.187
O 7.7396 10.3397 14.2463 -0.006
O 8.4608 3.2224 13.8378 0.000
O 6.6447 9.4628 11.7907 0.005
O 7.5898 12.0086 15.7528 0.000
O 6.0997 6.6650 9.5368 0.000
O 7.9565 5.4533 9.3497 0.000
O 5.9257 10.5507 9.9567 0.000
O 9.1611 10.7693 10.6975 0.000
O 8.5633 12.3789 13.7842 0.000
O 9.5227 9.0109 12.0547 0.005
O 6.1052 11.6392 11.8891 0.000
O 7.3896 4.9997 12.9853 -0.006
O 7.7598 6.9620 11.0092 -0.001
O 7.4887 3.0485 11.8508 0.000
O 11.2115 9.9404 10.9103 0.000
C 7.1241 4.9620 8.2991 0.000
C 6.2585 10.4399 11.2626 0.000
C 7.0602 3.4597 8.3946 0.000
C 7.9721 13.3722 15.7854 0.000
C 9.9864 12.9768 10.1815 0.000
C 8.2769 0.9249 11.0717 0.000
C 8.8704 13.5418 14.5455 0.000
C 9.9251 11.5176 9.7700 0.000
C 7.9399 11.4514 14.5778 0.000
C 5.4049 12.5407 11.0331 0.000
C 5.6363 11.9103 9.6472 0.000
C 11.3122 10.8235 9.8040 0.000
C 8.5664 14.7866 13.7461 0.000
C 7.3215 6.4171 10.0578 0.000
C 9.9219 9.8154 11.2958 0.000
C 5.9717 13.9265 11.2328 0.000
C 8.6926 1.8674 13.4229 0.000
C 5.7772 5.6797 8.5636 0.000
C 7.7250 1.6838 12.2595 0.000
C 7.7360 3.8751 12.9018 0.000
H 8.4202 1.2341 14.2655 0.000
H 9.7451 1.7620 13.1666 0.000
H 9.4749 11.4615 8.7771 0.000
H 7.5036 5.3099 7.3361 0.000
H 7.4838 0.6531 10.3736 0.000
H 8.7613 -0.0108 11.3552 0.000
H 6.6096 3.1303 9.3256 0.000
H 4.7205 11.9223 9.0593 0.000
H 5.0470 4.9851 8.9847 0.000
H 5.5984 14.6545 10.5164 0.000
H 7.0802 14.0018 15.7209 0.000
H 8.4855 13.6065 16.7150 0.000
H 9.9204 13.5325 14.8517 0.000
H 8.0909 3.0818 8.3657 0.000
H 5.3510 6.1820 7.6998 0.000
H 12.1120 11.5343 10.0025 0.000
H 10.6472 13.5633 9.5446 0.000
H 11.5335 10.2748 8.8894 0.000
H 5.6818 14.2759 12.2304 0.000
H 6.7546 1.2892 12.5644 0.000
H 6.6353 3.0073 7.4961 0.000
H 9.0001 1.5577 10.5581 0.000
H 10.3103 13.0615 11.2217 0.000
H 8.9910 13.4257 10.1237 0.000
H 7.4966 14.8572 13.5483 0.000
H 9.1264 14.8276 12.8124 0.000
H 4.3357 12.5222 11.2572 0.000
H 8.8670 15.6708 14.3163 0.000
H 7.0605 13.8792 11.2823 0.000
H 6.4510 12.3836 9.0967 0.000
```

Calculated values
**Energy above the lowest of the compared OMol25 structures with the same formula, charge and spin**: 0.0 kJ/mol
**Charge**: 0
**LUMO energy (spin up / spin down)**: 0.40 / -1.97 eV
**Multiplicity**: 2
**HOMO level (spin up / spin down)**: -7.467 / -6.868 eV

=====

[2]
The following is a DFT calculation (ωB97M-V with the def2-TZVPD basis set) of C20H30AsF6InO5PS4 as an isolated structure.

XYZ file:
```
68
Properties=species:S:1:pos:R:3:lowdin_charge:R:1
In 1.4670 0.2835 -0.5475 0.174
As 0.5179 -1.7580 -3.4994 0.790
S -0.6565 2.3445 -1.0579 0.344
S -0.4206 -0.1600 1.1625 0.476
S 1.3116 0.1938 -3.0903 0.291
S 3.2040 -1.2882 0.4148 0.639
P -1.6008 1.1041 0.1190 -0.083
F 4.8827 3.4295 -1.4486 0.148
F 2.8626 2.9480 -2.0613 0.127
F 4.0683 4.9950 0.5877 0.126
F 4.2107 1.3697 -1.4776 0.105
F 2.0577 4.6901 -0.1530 0.150
F 2.5363 4.2262 1.9022 0.144
O 0.4597 -4.2186 -1.1855 0.022
O -2.5742 1.8279 1.1811 -0.326
O -2.6679 0.3018 -0.7631 -0.311
O 0.8354 -2.0211 -1.2801 -0.373
O 2.2172 1.9591 0.4886 -0.256
C -3.8050 -0.4900 -0.3613 -0.446
C -1.2797 -2.3007 -3.0418 -0.196
C -2.1497 4.0598 1.9855 -0.049
C -5.0112 0.4069 -0.1293 -0.051
C 2.9984 4.1649 0.6410 -0.552
C 0.7812 -3.1535 -0.6591 -0.609
C 1.8002 -3.1900 -3.6496 -0.211
C 3.8287 2.6336 -1.1859 -0.562
C 2.0739 -2.2654 1.3700 -0.640
C -3.5282 -1.4026 0.8219 -0.072
C 2.1914 -2.2312 2.7633 -0.130
C 4.5123 2.2492 1.1816 0.015
C -2.0152 2.5793 2.2829 -0.492
C 0.1939 -1.4447 -5.4158 -0.308
C 1.0834 -3.0906 0.8137 -0.195
C 1.3452 -2.9628 3.5794 -0.100
C 0.3695 -3.7785 3.0212 -0.098
C 3.3499 2.6954 0.2832 -0.474
C 0.2589 -3.8476 1.6427 -0.044
C -2.7495 2.1466 3.5347 -0.046
H -1.6563 4.2901 1.0415 0.057
H 5.4255 2.8089 0.9803 0.090
H -0.9581 2.3245 2.3813 0.110
H -1.9740 -1.7332 -3.6590 0.038
H -2.6771 -2.0567 0.6320 0.063
H -5.9033 -0.2094 0.0027 0.079
H -3.9908 -1.1044 -1.2446 0.133
H -2.6412 1.0702 3.6799 0.076
H -5.1603 1.0669 -0.9850 0.085
H 2.5824 -3.0232 -2.9144 0.045
H -0.4786 -4.4892 1.1756 0.113
H 2.2083 -3.1737 -4.6583 0.032
H 1.3034 -4.1302 -3.4292 0.033
H 1.1145 -1.0859 -5.8739 0.018
H 4.6754 1.1859 1.0180 0.058
H -0.5648 -0.6691 -5.5172 0.022
H -1.6763 4.6417 2.7787 0.083
H -4.4115 -2.0151 1.0150 0.083
H -3.3075 -0.8167 1.7159 0.062
H -1.3550 -3.3659 -3.2534 0.046
H -0.1398 -2.3516 -5.9228 0.029
H 4.2115 2.3888 2.2181 0.097
H -2.3365 2.6591 4.4060 0.082
H -3.8132 2.3851 3.4546 0.081
H -1.4647 -2.1241 -1.9881 0.025
H -3.2030 4.3420 1.9136 0.082
H 1.4419 -2.8906 4.6566 0.095
H -0.3031 -4.3493 3.6498 0.092
H -4.8620 1.0174 0.7608 0.070
H 2.9548 -1.5977 3.1956 0.095
```

Calculated values
**Charge**: -1
**LUMO energy**: 2.57 eV
**HOMO level**: -5.080 eV

=====

[3]
The following is a DFT calculation (ωB97M-V with the def2-TZVPD basis set) of a 2-piece molecular cluster, C20H30BFN3O3 overall.

XYZ file:
```
58
Properties=species:S:1:pos:R:3:lowdin_charge:R:1
F -2.7910 -0.2639 -2.8422 -0.051
O 0.7591 7.5703 -0.5936 0.127
O -0.3895 -1.9894 0.0002 0.184
O 3.1214 7.2890 -0.7523 0.122
N 1.2496 0.9208 -2.4010 0.114
N -1.1341 2.4614 -1.3109 0.167
N 0.0601 -2.0997 1.1514 0.118
C -0.5852 -4.5119 1.5575 -0.107
C 2.2691 -2.1770 2.3517 -0.025
C 1.5121 -2.4836 1.0357 -0.432
C 1.5973 5.1567 -1.2511 -0.054
C 2.5832 2.9802 -2.1312 -0.001
C -0.0053 0.4295 -2.2412 -0.064
C -1.1888 1.1703 -1.7167 -0.161
C -3.7873 1.3026 -1.2892 -0.195
C -0.8470 -3.0252 1.9082 -0.426
C 2.2620 -1.6312 -0.0132 -0.019
C 0.8864 -4.9025 1.5889 -0.154
C 0.1273 3.0176 -1.4819 -0.167
C 0.3214 4.4577 -1.1100 0.053
C -0.7112 -2.7858 3.4346 -0.005
C -2.5475 0.4008 -1.5917 -0.259
C 1.6997 -3.9758 0.6886 -0.102
C 2.7675 4.3635 -1.7709 -0.016
C -4.0338 2.4587 -2.3405 -0.103
C -2.3474 -2.7518 1.6513 -0.021
C 1.2686 2.2570 -2.0201 -0.195
B 1.8406 6.6917 -0.8555 -0.523
H -0.1621 -0.6490 -2.5189 0.120
H -1.3739 -1.9845 3.7692 0.097
H -1.1461 -5.1555 2.2368 0.141
H -0.9727 -3.6839 3.9952 0.107
H 1.9342 -1.8345 -1.0344 0.085
H 1.4107 -4.1603 -0.3522 0.139
H -2.3822 -0.4250 -0.8430 0.124
H -5.1182 2.6685 -2.5363 0.078
H 2.0114 -1.1873 2.7357 0.105
H 0.9975 -5.9337 1.2432 0.135
H -2.5935 -1.7011 1.8233 0.100
H -4.6910 0.6211 -1.3510 0.116
H -3.5692 3.4058 -1.9418 0.069
H 2.1341 -0.5632 0.1830 0.100
H 2.0963 -2.9151 3.1331 0.074
H 0.0518 7.0673 -0.1554 0.087
H -2.6571 -3.0117 0.6367 0.092
H 3.3308 -1.8449 0.0120 0.105
H -0.9732 -4.7231 0.5537 0.138
H -0.5622 5.0361 -0.7258 0.116
H 3.4667 2.4191 -2.5392 0.111
H 3.3478 -2.1834 2.1873 0.102
H 0.2784 -2.4890 3.7651 0.062
H -3.5835 2.1301 -3.3127 0.081
H 3.7644 4.8644 -1.8639 0.115
H 1.2602 -4.8784 2.6164 0.119
H 2.7556 -4.2447 0.7639 0.146
H -2.9588 -3.3499 2.3288 0.111
H 3.7216 6.7131 -0.2460 0.103
H -3.7753 1.6627 -0.2180 0.117
```

Calculated values
**Charge**: +1
**LUMO energy**: -7.46 eV
**HOMO level**: -11.224 eV

=====

[4]
The following is a DFT calculation (ωB97M-V with the def2-TZVPD basis set) of C20H30Br2N5ORh as an isolated structure.

XYZ file:
```
59
Properties=species:S:1:pos:R:3:lowdin_charge:R:1
Rh 0.1764 -0.0117 0.1328 1.196
Br 2.7491 4.1767 -0.8085 0.853
Br -1.6672 5.3049 -4.1367 0.867
O 1.1512 1.6179 -0.3039 -0.275
N -1.1346 0.8044 -1.3463 0.051
N -0.7528 0.8042 1.8404 -0.138
N 1.2494 -1.0723 -1.3248 -0.130
N 1.9685 -0.2320 1.2639 -0.117
N -0.7368 -1.8358 0.8016 -0.134
C 0.7763 -2.4417 -1.6316 -0.162
C 0.9796 0.2047 3.5852 -0.137
C 2.8704 -1.1556 0.5361 -0.154
C -2.6141 2.4310 -3.0758 0.023
C 0.4233 4.5034 -2.4303 -0.133
C -1.3718 2.8958 -2.6085 -0.175
C 2.6842 -0.9471 -0.9531 -0.133
C 2.1454 -0.3219 2.7369 -0.141
C -3.0687 1.2054 -2.6848 0.013
C -1.3897 -1.5821 2.1137 -0.153
C 0.7797 -3.4473 -0.4797 -0.130
C -2.3091 0.3940 -1.8227 -0.274
C -2.8551 -0.9555 -1.4662 -0.006
C -0.6680 2.0542 -1.7231 -0.132
C 0.1168 1.2843 2.9445 -0.152
C 0.1082 -3.0504 0.8518 -0.160
C 1.0978 3.6561 -1.5327 -0.599
C -1.8407 -0.1327 2.2138 -0.143
C -0.7857 4.1404 -2.9534 -0.615
C 0.5631 2.4463 -1.1668 -0.384
H -0.5046 -3.8840 1.2022 0.138
H 3.0443 0.2465 2.9822 0.140
H -0.2299 -2.3375 -2.0351 0.105
H -4.0178 0.8326 -3.0427 0.129
H 0.2877 -4.3367 -0.8743 0.129
H 3.9156 -0.9734 0.7991 0.149
H 3.3053 -1.6452 -1.5188 0.144
H -1.1806 1.6354 1.4364 0.135
H 1.1076 -0.5212 -2.1698 0.137
H -0.5269 1.7178 3.7133 0.138
H 0.7318 2.0892 2.5379 0.134
H -2.0836 -1.7161 -1.5497 0.054
H 1.3927 -2.8496 -2.4360 0.140
H 1.8022 -3.7600 -0.2676 0.116
H -1.4799 -2.0035 0.1323 0.076
H -0.6676 -1.8286 2.8867 0.105
H -3.6617 -1.2277 -2.1416 0.103
H 2.6348 -2.1698 0.8462 0.099
H 0.3535 -0.6114 3.9383 0.097
H -2.2088 0.0711 3.2226 0.143
H -3.1994 3.0481 -3.7444 0.100
H 2.3538 -1.3617 2.9907 0.126
H -2.6672 0.0455 1.5248 0.118
H -2.2474 -2.2428 2.2591 0.145
H 1.4097 0.6422 4.4865 0.133
H 2.9882 0.0665 -1.2127 0.130
H 2.2489 0.7137 0.9895 0.109
H 0.8531 -2.8712 1.6270 0.103
H -3.2697 -0.9557 -0.4544 0.088
H 0.8709 5.4500 -2.6993 0.112
```

Calculated values
**Energy above the lowest of the compared OMol25 structures with the same formula, charge and spin**: 0.0 kJ/mol
**Charge**: +2
**LUMO energy**: -5.97 eV
**HOMO level**: -13.295 eV

=====

| no. | total energy (hartree) |
| --- | --- |
| 1 | -2651.13714 |
| 2 | -6115.85695 |
| 3 | -1294.47870 |
| 4 | -6387.27491 |